# C20H24CrN2O4P2

A molecular structure, C20H24CrN2O4P2 (the ωB97M-V functional and the def2-TZVPD basis, the Open Molecules 2025 dataset).

```
! wB97M-V def2-TZVPD RIJCOSX def2/J DEFGRID3
* xyz 1 4
C -1.46540 3.38231 -1.80633
C -1.28400 2.02531 -1.59043
C -0.01360 1.43511 -1.92913
C 1.05880 2.26811 -2.43553
C 0.81180 3.66171 -2.64463
C -0.42450 4.19711 -2.34473
C 2.29870 1.64911 -2.67693
C 2.47800 0.28041 -2.40523
C 1.32890 -0.45719 -1.92003
C 1.45500 -1.85489 -1.59253
C 2.68710 -2.46769 -1.75863
C 3.81600 -1.74809 -2.25323
C 3.72130 -0.40779 -2.56973
H -2.42460 3.84601 -1.54973
H 1.61880 4.29291 -3.03223
H -0.61300 5.26411 -2.50313
H 3.13680 2.24191 -3.06163
H 2.80120 -3.52739 -1.50353
H 4.76970 -2.27269 -2.37253
H 4.59250 0.14681 -2.93513
N 0.13090 0.11621 -1.72573
Cr 0.00000 0.00001 1.79387
C -2.31390 1.15021 -0.93723
H -2.28450 0.13801 -1.37173
H -3.32630 1.57751 -1.04583
C 0.25470 -2.54269 -1.01883
H -0.65840 -2.18679 -1.52313
H 0.33200 -3.63969 -1.11873
P -2.00370 0.93781 0.91247
P 0.00200 -2.16239 0.81917
C 1.31010 -3.27329 1.52777
H 1.20540 -3.29449 2.62527
H 1.24590 -4.30219 1.12967
H 2.29830 -2.84589 1.29007
C -1.51180 -3.21549 1.09277
H -1.35680 -4.25689 0.75797
H -1.76740 -3.21549 2.16607
H -2.35900 -2.78169 0.53507
C -2.32280 2.66341 1.49567
H -3.26910 3.06861 1.09337
H -2.35310 2.65631 2.59707
H -1.47790 3.29751 1.18287
C -3.59820 0.10831 1.39407
H -3.62210 -0.01999 2.48967
H -4.47610 0.70111 1.08097
H -3.64830 -0.88899 0.92737
C 1.68070 -0.18639 2.58027
O 2.75740 -0.21339 3.03637
H 0.78230 0.65571 0.62067
O 0.00000 1.03281 5.76007
N 0.00000 0.00001 5.16387
O 0.00010 -1.03299 5.75987
O 0.00000 0.00001 3.79387
*
```

Its expectation value of S² is 3.82. As for the energy above the lowest of the compared OMol25 structures with the same formula, charge and spin: 0.00 kcal per mole. The calculation puts the LUMO energy (alpha / beta) at -4.70 / -4.75 eV. The HOMO-LUMO gap (alpha / beta) is 6.193 / 6.174 eV. For the HOMO energy (alpha / beta), the calculation gives -10.90 / -10.93 eV.

***

# C20H24F6N2O22

8 unconnected molecules or ions with the total composition C20H24F6N2O22 (the ωB97M-V functional and the def2-TZVPD basis, the Open Molecules 2025 dataset).

```
! wB97M-V def2-TZVPD RIJCOSX def2/J DEFGRID3
* xyz 0 1
C -0.70783 -1.93812 0.28786
N 0.71949 -1.89378 0.79429
O 1.09813 -0.84196 1.23207
O 1.48748 -2.88226 0.73599
H -0.84135 -0.93522 -0.11766
H -1.32700 -2.31876 1.10017
H -0.65766 -2.70016 -0.48988
C -0.53579 -0.04676 4.11992
N 0.12942 0.91727 5.08667
O -0.60309 1.61057 5.72688
O 1.35429 1.03434 5.13256
H -0.32531 0.41481 3.15515
H -1.58991 -0.00603 4.39424
H -0.11834 -1.03671 4.30390
C 3.78637 1.85118 -1.10798
C 4.09610 0.88647 -0.01107
O 5.39883 1.15334 0.14828
C 5.66844 2.41382 -0.11288
O 6.78620 2.88755 0.05611
O 4.65255 2.89983 -0.84390
F 4.08474 -0.32684 -0.50822
H 2.71500 2.01023 -1.23044
H 4.12041 1.45216 -2.06574
H 3.52953 0.85168 0.91946
C -2.44267 2.72815 0.10026
C -2.22345 3.94321 0.97519
O -0.82041 3.87687 1.26313
C -0.36723 2.66661 0.87737
O 0.80965 2.30443 1.07335
O -1.34420 1.92307 0.42235
F -2.97652 3.87714 2.10105
H -2.49849 3.03678 -0.94364
H -3.29155 2.11121 0.39505
H -2.41565 4.77433 0.29666
C -3.18115 -1.06081 -5.02110
C -3.41465 -0.49134 -3.63187
O -2.94137 -1.56167 -2.81764
C -1.99849 -2.24956 -3.46241
O -1.20321 -2.99829 -2.90085
O -2.01057 -1.77332 -4.74289
F -4.72792 -0.29900 -3.52253
H -3.02391 -0.31647 -5.80172
H -3.93570 -1.78953 -5.31725
H -2.87876 0.43840 -3.44087
C 4.24922 -1.59188 3.22159
C 4.61370 -0.45487 4.24009
O 5.91859 -0.01810 3.92349
C 6.40345 -0.79206 2.93666
O 7.51216 -0.57731 2.41584
O 5.43611 -1.58736 2.42663
F 4.57483 -1.07600 5.41042
H 3.47953 -1.25895 2.52530
H 4.17368 -2.58627 3.66158
H 3.89636 0.36121 4.15320
C 1.30765 0.80912 -5.12520
C -0.18197 1.25000 -4.90779
O -0.38492 0.98656 -3.54471
C 0.62062 0.22335 -3.08128
O 0.68941 -0.42503 -2.08557
O 1.54816 -0.08205 -4.09508
F -1.06181 0.60552 -5.65495
H 2.06703 1.58513 -5.02899
H 1.43453 0.25178 -6.05330
H -0.27917 2.30535 -5.16259
C -5.43228 -2.42035 2.30228
C -5.93658 -1.59344 1.06574
O -5.16585 -2.10499 -0.00401
C -4.08606 -2.82157 0.47807
O -3.26148 -3.37574 -0.23684
O -4.20372 -2.98087 1.84457
F -5.67723 -0.27640 1.19628
H -6.03753 -3.29817 2.52859
H -5.27044 -1.93263 3.26356
H -6.98045 -1.72084 0.77901
*
```

Its SMILES is O=C1OC[C@@H](F)O1.O=C1OC[C@@H](F)O1.O=C1OC[C@@H](F)O1.O=C1OC[C@@H](F)O1.O=C1OC[C@@H](F)O1.O=C1OC[C@@H](F)O1.C[N+](=O)[O-].C[N+](=O)[O-]. As for the energy above the lowest of the compared OMol25 structures with the same formula, charge and spin: 72.68 kcal per mole. The calculation puts the LUMO energy at -0.42 eV. The HOMO-LUMO gap is 9.784 eV. For the HOMO energy, the calculation gives -10.21 eV.

***

# C20H24F7I2NO17P

6 unconnected molecules or ions with the total composition C20H24F7I2NO17P (the ωB97M-V functional and the def2-TZVPD basis, the Open Molecules 2025 dataset).

```
! wB97M-V def2-TZVPD RIJCOSX def2/J DEFGRID3
* xyz -1 1
C 0.39963 -1.83244 2.11791
C 0.55367 -3.29064 1.69766
I 0.75592 -4.58640 3.43324
C -0.49792 -3.82244 0.70307
I -0.12666 -2.80804 -1.19066
P -2.33748 -3.53854 1.19842
N -4.15642 -3.27248 1.67454
C -4.27835 -3.30528 3.05547
O -4.19290 -2.44863 3.81194
F -4.48754 -4.53490 3.50972
C -4.72733 -2.17349 1.13982
O -4.49654 -1.67601 0.13608
F -5.74721 -1.65832 1.87229
H 0.44365 -1.14628 1.27776
H 1.24222 -1.59194 2.76147
H -0.53148 -1.71889 2.66548
H 1.51621 -3.37032 1.19940
H -0.26750 -4.87121 0.54358
H -2.56625 -4.99117 1.20562
H -2.72140 -3.55628 -0.19362
H -2.15858 -2.10103 1.20140
H -2.01460 -3.65556 2.61496
C 0.91400 -2.34162 -6.33379
C -0.35488 -1.72619 -5.80307
O -0.05904 -1.52367 -4.43400
C 1.29486 -1.33981 -4.35787
O 1.86230 -0.89089 -3.42567
O 1.90758 -1.73555 -5.50862
F -1.40235 -2.58004 -5.90794
H 0.93223 -3.42398 -6.19552
H 1.08798 -2.11383 -7.38343
H -0.61955 -0.77132 -6.26236
C -1.86038 2.27435 -0.07852
C -1.15404 2.57934 -1.37463
O 0.21056 2.59641 -0.98949
C 0.31525 1.75097 0.07907
O 1.34120 1.31978 0.49001
O -0.89804 1.46540 0.59879
F -1.49402 3.80552 -1.85482
H -2.05336 3.17646 0.50563
H -2.79415 1.73483 -0.22017
H -1.30240 1.83219 -2.15549
C 3.04334 4.03459 1.00081
C 4.35454 4.42368 1.62798
O 4.11885 5.76082 2.03806
C 2.77827 5.86169 2.29017
O 2.27521 6.74998 2.89249
O 2.10779 4.80746 1.76487
F 5.36825 4.41299 0.72543
H 2.98503 4.32832 -0.04838
H 2.83349 2.97109 1.08018
H 4.63758 3.82285 2.49389
C -4.56916 5.55318 -3.54837
C -4.61023 5.64981 -5.05198
O -3.62210 4.72011 -5.44863
C -3.56987 3.76502 -4.47018
O -3.05073 2.70977 -4.59163
O -4.20244 4.18750 -3.34313
F -4.25455 6.88597 -5.48558
H -3.80771 6.20355 -3.11459
H -5.52835 5.77216 -3.08467
H -5.56852 5.37436 -5.49666
C 5.37080 -4.38646 5.79934
C 6.18665 -3.42335 4.97492
O 5.22011 -2.84555 4.12490
C 4.02586 -2.88077 4.80195
O 3.06666 -2.26345 4.50769
O 4.10688 -3.72865 5.86648
F 7.11293 -4.06978 4.21959
H 5.25434 -5.35181 5.30371
H 5.78117 -4.54473 6.79460
H 6.67897 -2.63840 5.55308
*
```

The calculation puts the LUMO energy at 1.91 eV. The HOMO-LUMO gap is 6.251 eV. For the HOMO energy, the calculation gives -4.34 eV.

***

# C20H24N2

A single C20H24N2 molecule (the ωB97M-V functional and the def2-TZVPD basis, the Open Molecules 2025 dataset).

```
! wB97M-V def2-TZVPD RIJCOSX def2/J DEFGRID3
* xyz 0 1
C 3.86159 -1.30441 0.81565
C 2.83679 -0.89100 0.69867
C 1.50118 -0.34268 0.66349
C 1.11660 0.90085 0.72714
C -0.21774 1.19999 0.58251
C -1.35092 0.37636 0.70604
C -1.10465 -1.03029 0.76028
C 0.26790 -1.32632 0.48770
H 0.45494 -2.37910 0.46721
H -1.79160 -1.65621 0.52399
C -2.69549 1.11211 0.64968
C -3.86728 1.43652 0.52411
C -5.15345 1.50720 0.44872
N -5.99167 0.71184 0.08120
C -6.01461 -0.62599 0.70490
C -5.87029 -1.78814 -0.03657
H -6.31981 -2.81261 0.16510
H -4.77759 -2.06401 -0.14719
C -6.16096 -1.03599 -1.54409
H -7.38391 -1.10034 -1.41465
H -5.91096 -1.65630 -2.44538
C -5.87552 0.38189 -1.19415
H -6.29340 1.10367 -1.94237
H -4.74593 0.37899 -1.41841
H -6.97667 -0.52866 1.09467
H -5.13706 -0.57655 1.58735
H -5.29596 2.38081 -0.08518
H -5.49519 2.10932 1.53355
H -0.54176 2.39821 0.89488
H 1.91046 1.60116 0.88923
C 5.23694 -1.53623 0.64067
N 6.01965 -0.64428 -0.04121
C 5.82087 -0.36730 -1.31313
C 6.19019 0.90747 -1.60484
H 7.26574 1.03394 -1.64422
H 5.81698 1.64922 -2.45303
C 5.74768 1.72934 -0.48448
H 6.21223 2.69409 0.14446
H 4.62645 1.93617 -0.36188
C 5.90794 0.80641 0.85975
H 7.09288 0.77593 1.36608
H 5.14175 0.77270 1.80665
H 6.26779 -1.17044 -1.89185
H 4.67312 -0.67363 -1.54775
H 5.48252 -1.75755 1.63935
H 5.52022 -2.63615 0.10734
*
```

Its SMILES is C(#Cc1ccc(C#CCN2CCCC2)cc1)CN1CCCC1. As for the energy above the lowest of the compared OMol25 structures with the same formula, charge and spin: 447.06 kcal per mole. The calculation puts the LUMO energy at 0.41 eV. The HOMO-LUMO gap is 8.451 eV. For the HOMO energy, the calculation gives -8.05 eV.

***

no.,strongest force on any atom (eV/Å),electronic energy (eV)
1,8.40,-79288.583
2,5.58,-85451.495
3,5.21,-101939.900
4,15.06,-24091.255